Record 1
Molecular formula: C31H67N4O12S3
Method: DFT, ωB97M-V with the def2-TZVPD basis set

Output
2S+1 ... 1
LUMO level ... -3.21 eV
M ... 784.09 g/mol
Orbital gap ... 8.40 eV
Net charge ... +1
E ... -96262.51008 eV
E_HOMO ... -11.61 eV

Last column: Mulliken charge in e.
Cartesian coordinates (Å):
C (-6.73, 0.96, -3.69)  -1.256
C (-5.77, 0.04, -2.93)  0.046
C (-5.19, -1.09, -3.79)  -0.688
C (-4.71, -2.30, -2.96)  -0.602
C (-3.23, -2.70, -3.17)  -0.607
C (-2.49, -2.94, -1.85)  -0.683
C (-1.10, -3.55, -2.03)  -0.842
C (0.03, -2.52, -2.16)  -0.843
C (1.25, -2.77, -1.25)  -0.930
C (1.77, -1.48, -0.61)  0.082
C (3.20, -1.59, -0.08)  -1.636
C (3.66, -0.32, 0.63)  -0.669
N (3.63, -0.37, 2.11)  0.567
C (2.50, -1.09, 2.75)  -1.370
C (1.41, -0.13, 3.25)  -0.478
C (0.55, -0.81, 4.33)  -0.690
C (-0.57, -1.56, 3.64)  0.360
O (-0.33, -2.44, 2.86)  -0.508
O (-1.84, -1.15, 3.85)  -0.458
C (4.49, 0.26, 2.84)  -0.986
N (5.45, 1.06, 2.23)  -0.118
C (5.04, 2.49, 2.07)  -0.375
C (5.03, 2.90, 0.61)  0.113
C (4.29, 4.22, 0.34)  -1.078
C (2.80, 4.18, 0.69)  -0.427
S (1.69, 3.71, -0.61)  1.152
O (0.50, 3.23, -0.01)  -0.644
O (1.67, 4.73, -1.60)  -0.562
O (2.39, 2.42, -1.24)  -0.404
N (4.40, 0.15, 4.22)  -0.045
C (4.99, -1.07, 4.83)  -0.761
C (4.39, -1.36, 6.21)  0.447
O (3.94, -2.44, 6.45)  -0.521
N (4.51, -0.31, 7.15)  0.007
C (3.36, 0.61, 7.11)  -0.934
C (4.64, -0.85, 8.52)  -0.894
H (-7.53, 1.32, -3.04)  0.335
H (-7.18, 0.44, -4.53)  0.342
H (-6.22, 1.84, -4.10)  0.313
H (-4.93, 0.62, -2.53)  0.252
H (-6.30, -0.42, -2.10)  -0.029
H (-5.96, -1.41, -4.50)  0.420
H (-4.36, -0.71, -4.39)  0.318
H (-4.85, -2.06, -1.91)  0.284
H (-5.35, -3.16, -3.17)  0.351
H (-3.19, -3.62, -3.77)  0.315
H (-2.73, -1.92, -3.75)  0.236
H (-3.11, -3.59, -1.23)  0.408
H (-2.42, -1.98, -1.33)  0.315
H (-1.12, -4.18, -2.92)  0.394
H (-0.90, -4.23, -1.19)  0.492
H (-0.37, -1.52, -1.96)  0.455
H (0.38, -2.51, -3.20)  0.306
H (2.07, -3.22, -1.82)  0.329
H (0.96, -3.46, -0.45)  0.386
H (1.09, -1.16, 0.19)  0.239
H (1.74, -0.67, -1.35)  0.442
H (3.88, -1.76, -0.92)  0.457
H (3.27, -2.45, 0.59)  0.215
H (3.01, 0.52, 0.34)  0.308
H (4.67, -0.05, 0.34)  0.914
H (2.06, -1.75, 2.02)  0.595
H (2.87, -1.72, 3.56)  0.464
H (0.78, 0.14, 2.41)  0.392
H (1.86, 0.77, 3.67)  0.373
H (1.14, -1.54, 4.88)  0.267
H (0.18, -0.08, 5.05)  0.534
H (-1.94, -0.77, 4.73)  0.359
H (6.31, 0.99, 2.78)  0.437
H (5.72, 3.13, 2.64)  0.423
H (4.05, 2.61, 2.52)  0.238
H (6.07, 3.02, 0.29)  0.380
H (4.63, 2.08, 0.01)  -0.211
H (4.42, 4.50, -0.71)  0.392
H (4.76, 5.01, 0.92)  0.397
H (2.58, 3.47, 1.50)  0.113
H (2.44, 5.15, 1.01)  0.499
H (3.32, 2.58, -1.45)  0.293
H (4.80, 0.98, 4.64)  0.599
H (4.81, -1.93, 4.20)  0.439
H (6.06, -0.94, 4.97)  0.476
H (3.36, 1.23, 6.22)  0.215
H (3.43, 1.28, 7.97)  0.408
H (2.41, 0.06, 7.17)  0.337
H (5.32, -1.70, 8.52)  0.370
H (3.68, -1.16, 8.93)  0.338
H (5.04, -0.06, 9.15)  0.324
O (2.22, 3.60, -8.38)  -0.635
S (3.38, 3.63, -7.54)  1.205
O (3.78, 2.43, -6.86)  -0.606
O (3.23, 4.80, -6.49)  -0.262
C (1.97, 4.88, -5.76)  -0.588
C (1.86, 3.83, -4.68)  -0.744
C (4.75, 4.28, -8.43)  -0.931
H (1.15, 4.82, -6.47)  0.356
H (1.97, 5.89, -5.34)  0.283
H (1.78, 2.83, -5.12)  0.390
H (0.98, 4.02, -4.08)  0.397
H (2.74, 3.85, -4.04)  0.133
H (4.45, 5.21, -8.91)  0.316
H (5.03, 3.54, -9.17)  0.372
H (5.57, 4.45, -7.73)  0.311
O (-9.06, -0.93, 0.05)  -0.677
S (-8.44, -2.16, 0.45)  1.278
O (-7.58, -2.84, -0.47)  -0.571
O (-9.56, -3.15, 0.97)  -0.299
C (-10.71, -3.37, 0.11)  -0.371
C (-10.41, -4.32, -1.03)  -0.952
C (-7.60, -1.94, 1.98)  -0.991
H (-11.07, -2.40, -0.25)  0.341
H (-11.47, -3.78, 0.77)  0.275
H (-9.71, -3.88, -1.75)  0.279
H (-11.34, -4.55, -1.56)  0.384
H (-9.98, -5.24, -0.66)  0.264
H (-8.27, -1.45, 2.68)  0.335
H (-6.74, -1.31, 1.77)  0.372
H (-7.29, -2.91, 2.34)  0.323

Record 2
Molecular formula: C37H33N6O8Rh
Method: DFT, ωB97M-V with the def2-TZVPD basis set

Output
2S+1 ... 1
LUMO level (alpha / beta) ... -2.40 / -2.40 eV
M ... 792.61 g/mol
Orbital gap (alpha / beta) ... 4.60 / 4.60 eV
E ... -67232.03465 eV
E_HOMO (alpha / beta) ... -7.00 / -7.00 eV

Last column: Mulliken charge in e.
Cartesian coordinates (Å):
Rh (0.18, -0.08, 0.06)  0.542
O (-0.88, 3.51, 6.05)  -0.651
C (-0.82, 2.34, 5.77)  0.118
O (-0.83, 1.26, 6.32)  -0.638
C (-0.72, 2.10, 4.16)  0.521
C (-1.83, 1.66, 3.48)  -0.259
C (-1.70, 1.40, 2.12)  -1.035
N (-0.54, 1.54, 1.49)  0.094
C (0.51, 2.00, 2.16)  0.815
C (0.48, 2.31, 3.52)  -0.753
C (1.84, 2.17, 1.33)  0.367
O (2.49, 3.17, 1.51)  -0.674
O (2.03, 1.21, 0.55)  -0.552
H (-2.78, 1.51, 3.97)  0.566
H (-2.53, 1.06, 1.52)  0.495
H (1.37, 2.68, 4.01)  0.530
O (2.05, -2.09, -6.50)  -0.520
C (1.16, -2.84, -5.72)  -0.621
C (1.14, -2.28, -4.32)  0.590
C (1.06, -3.10, -3.20)  -1.086
C (0.99, -2.51, -1.95)  -0.742
N (0.99, -1.20, -1.77)  0.129
C (1.10, -0.40, -2.84)  0.164
C (1.18, -0.91, -4.13)  -0.435
C (1.10, 1.04, -2.55)  0.811
C (1.97, 1.91, -3.20)  -0.743
C (1.97, 3.26, -2.87)  0.630
C (2.95, 4.22, -3.50)  -0.754
O (4.08, 3.59, -4.03)  -0.529
C (1.05, 3.68, -1.91)  -1.077
C (0.21, 2.76, -1.33)  -0.579
N (0.24, 1.46, -1.61)  -0.044
H (2.15, -2.50, -7.36)  0.310
H (1.45, -3.90, -5.69)  0.373
H (0.14, -2.79, -6.13)  0.266
H (1.06, -4.17, -3.30)  0.430
H (0.96, -3.12, -1.05)  0.591
H (1.26, -0.26, -4.98)  0.629
H (2.65, 1.52, -3.94)  0.744
H (3.23, 4.98, -2.77)  0.410
H (2.48, 4.72, -4.35)  0.284
H (4.56, 3.15, -3.31)  0.331
H (1.00, 4.72, -1.61)  0.487
H (-0.53, 3.07, -0.59)  0.541
C (-6.33, -1.63, 4.80)  -1.452
C (-5.33, -2.47, 4.06)  1.016
C (-5.77, -3.42, 3.15)  -1.051
C (-4.88, -4.24, 2.48)  -1.131
C (-3.52, -4.11, 2.72)  -0.438
C (-3.05, -3.12, 3.59)  0.117
N (-1.69, -2.88, 3.71)  -0.040
C (-0.69, -3.79, 3.40)  -0.122
C (-0.74, -5.10, 3.87)  -0.309
C (0.31, -5.96, 3.66)  -0.607
C (1.44, -5.54, 2.97)  -0.717
C (1.49, -4.26, 2.45)  -0.442
C (0.43, -3.38, 2.65)  0.360
C (0.41, -2.12, 1.89)  1.293
O (1.24, -1.96, 0.96)  -0.948
O (-0.50, -1.25, 2.07)  -0.301
C (-3.96, -2.30, 4.28)  0.849
C (-3.50, -1.26, 5.25)  -1.819
H (-7.34, -1.90, 4.50)  0.408
H (-6.18, -0.57, 4.59)  0.320
H (-6.23, -1.77, 5.87)  0.319
H (-6.83, -3.51, 2.94)  0.350
H (-5.23, -4.97, 1.77)  0.424
H (-2.81, -4.74, 2.21)  0.730
H (-1.41, -1.91, 3.59)  -0.014
H (-1.61, -5.42, 4.42)  0.517
H (0.26, -6.97, 4.04)  0.406
H (2.27, -6.21, 2.81)  0.419
H (2.32, -3.92, 1.86)  0.496
H (-2.43, -1.10, 5.23)  0.470
H (-3.78, -1.54, 6.27)  0.382
H (-4.00, -0.31, 5.04)  0.314
N (-2.13, -2.20, 0.00)  0.493
C (-2.57, -3.19, -0.79)  0.113
C (-2.52, -2.72, -2.09)  -1.295
C (-2.03, -1.42, -1.98)  -0.388
N (-1.79, -1.12, -0.71)  -0.397
H (-2.02, -2.18, 1.01)  0.024
H (-2.89, -4.13, -0.39)  0.549
H (-2.81, -3.24, -2.98)  0.449
H (-1.85, -0.71, -2.76)  0.577

Record 3
Molecular formula: C3H6ClN2S
Method: DFT, ωB97M-V with the def2-TZVPD basis set

Output
2S+1 ... 1
LUMO level ... -5.51 eV
M ... 137.62 g/mol
Orbital gap ... 8.03 eV
Net charge ... +1
E ... -29536.79872 eV
E_HOMO ... -13.54 eV

Last column: natural (NBO) charge in e.
Cartesian coordinates (Å):
C (0.67, -0.13, -0.11)  0.494
C (-3.72, -0.13, 0.05)  -0.263
C (2.09, -0.16, 0.36)  -0.731
N (0.12, 1.08, -0.38)  -0.795
N (-0.07, -1.17, -0.17)  -0.765
S (-2.52, -1.13, -0.08)  0.711
Cl (-4.59, 1.17, 0.10)  0.385
H (2.47, -1.22, 0.62)  0.253
H (2.25, 0.21, 1.41)  0.268
H (2.84, 0.41, -0.37)  0.261
H (0.55, 1.91, -0.11)  0.399
H (-0.52, 1.23, -1.10)  0.397
H (0.44, -2.05, -0.21)  0.386

Record 4
Molecular formula: C5H15N2O
Method: DFT, ωB97M-V with the def2-TZVPD basis set

Output
2S+1 ... 2
⟨S²⟩ ... 0.760
LUMO level (alpha / beta) ... -8.75 / -12.65 eV
M ... 119.19 g/mol
Orbital gap (alpha / beta) ... 9.77 / 5.87 eV
Net charge ... +2
E ... -10435.73376 eV
E_HOMO (alpha / beta) ... -18.53 / -18.52 eV

Last column: natural (NBO) charge in e.
Cartesian coordinates (Å):
C (-1.68, -0.09, -2.31)  -0.694
C (-0.65, 0.07, -1.23)  -0.059
C (-0.02, -1.28, -0.68)  -0.425
C (0.52, -1.14, 0.74)  -0.298
C (2.30, 0.11, 1.91)  0.032
N (1.53, -0.10, 0.94)  -0.035
N (0.38, 1.06, -1.68)  -0.676
H (-2.13, 0.79, -2.78)  0.269
H (-2.62, -0.54, -1.93)  0.275
H (-1.42, -0.73, -3.15)  0.254
H (-1.13, 0.47, -0.33)  0.250
H (-0.97, -1.82, -0.60)  0.294
H (0.81, -1.67, -1.29)  0.248
H (-0.25, -0.99, 1.53)  0.301
H (1.01, -2.10, 0.94)  0.302
H (2.86, 1.02, 1.71)  0.283
H (2.44, -0.43, 2.85)  0.313
H (1.26, 0.81, -1.21)  0.426
H (0.04, 1.97, -1.35)  0.462
H (0.64, 1.14, -2.66)  0.467
H (-2.43, 0.91, 2.83)  0.512
H (-0.93, 1.18, 2.79)  0.471
O (-1.66, 0.89, 2.24)  -0.974

Record 5
Molecular formula: C30H67AsKN2O2Si5
Method: DFT, ωB97M-V with the def2-TZVPD basis set

Output
2S+1 ... 1
LUMO level ... 2.13 eV
M ... 742.33 g/mol
Orbital gap ... 5.68 eV
Net charge ... -1
E ... -155832.16607 eV
E_HOMO ... -3.56 eV

Last column: natural (NBO) charge in e.
Cartesian coordinates (Å):
K (-0.34, -0.29, -0.06)  0.887
C (-0.95, -2.21, 2.57)  -1.109
Si (-2.68, -1.43, 2.31)  1.723
C (-2.77, -0.09, 3.66)  -1.117
C (-3.85, -2.81, 2.92)  -1.128
C (-2.99, -0.76, 0.62)  -2.015
Si (-4.46, 0.34, 0.53)  1.749
C (-4.28, 2.02, 1.42)  -1.121
C (-4.93, 0.86, -1.24)  -1.123
C (-6.09, -0.38, 1.23)  -1.133
Si (-3.01, -1.96, -0.77)  1.715
C (-2.48, -1.22, -2.46)  -1.110
C (-4.64, -2.87, -1.14)  -1.142
C (-1.71, -3.35, -0.64)  -0.189
C (-2.02, -4.70, -0.82)  -0.259
C (-1.01, -5.65, -0.81)  -0.176
C (0.30, -5.22, -0.60)  -0.264
C (0.53, -3.87, -0.42)  0.036
N (-0.44, -2.95, -0.45)  -0.501
H (-0.78, -2.42, 3.63)  0.224
H (-0.13, -1.57, 2.23)  0.205
H (-0.88, -3.15, 2.03)  0.234
H (-2.45, -0.49, 4.63)  0.222
H (-3.79, 0.29, 3.78)  0.223
H (-2.12, 0.75, 3.43)  0.221
H (-3.67, -3.08, 3.97)  0.219
H (-3.70, -3.71, 2.32)  0.222
H (-4.89, -2.51, 2.82)  0.226
H (-4.13, 2.80, 0.67)  0.211
H (-3.42, 2.03, 2.09)  0.233
H (-5.17, 2.27, 2.00)  0.215
H (-4.08, 1.32, -1.75)  0.231
H (-5.74, 1.59, -1.22)  0.221
H (-5.27, 0.01, -1.85)  0.218
H (-6.04, -0.47, 2.32)  0.220
H (-6.27, -1.38, 0.83)  0.224
H (-6.95, 0.24, 0.99)  0.217
H (-3.22, -0.51, -2.83)  0.232
H (-2.38, -2.02, -3.21)  0.229
H (-1.52, -0.71, -2.40)  0.205
H (-5.45, -2.15, -1.27)  0.231
H (-4.92, -3.51, -0.29)  0.229
H (-4.60, -3.49, -2.04)  0.223
H (-3.04, -5.00, -0.97)  0.213
H (-1.23, -6.70, -0.96)  0.204
H (1.12, -5.92, -0.58)  0.212
H (1.53, -3.49, -0.26)  0.237
O (-1.43, 2.99, 0.06)  -0.625
C (-1.14, 4.01, 0.65)  0.688
C (0.28, 4.52, 0.76)  -0.526
C (0.52, 5.79, -0.07)  -0.393
C (0.10, 7.08, 0.64)  -0.392
C (-1.40, 7.17, 0.95)  -0.408
C (-1.89, 6.06, 1.89)  -0.219
N (-2.10, 4.79, 1.22)  -0.632
H (0.90, 3.71, 0.40)  0.270
H (0.53, 4.71, 1.81)  0.207
H (-0.01, 5.70, -1.02)  0.205
H (1.58, 5.86, -0.30)  0.211
H (0.39, 7.94, 0.03)  0.205
H (0.65, 7.16, 1.58)  0.190
H (-1.97, 7.12, 0.02)  0.204
H (-1.60, 8.14, 1.41)  0.203
H (-2.84, 6.36, 2.33)  0.210
H (-1.17, 5.94, 2.71)  0.186
H (-3.04, 4.43, 1.15)  0.417
C (1.34, 2.01, -2.40)  -0.622
C (2.37, 2.23, -1.31)  -0.072
O (1.81, 1.76, -0.09)  -0.571
C (2.71, 1.83, 0.99)  -0.068
C (2.03, 1.23, 2.21)  -0.630
H (1.67, 2.48, -3.33)  0.206
H (0.38, 2.44, -2.10)  0.219
H (1.22, 0.94, -2.56)  0.213
H (2.62, 3.29, -1.21)  0.146
H (3.28, 1.66, -1.52)  0.208
H (3.00, 2.88, 1.17)  0.150
H (3.61, 1.25, 0.75)  0.204
H (1.06, 1.72, 2.38)  0.204
H (2.65, 1.35, 3.09)  0.214
H (1.87, 0.17, 2.03)  0.220
C (4.41, -1.00, -3.99)  -1.116
Si (3.42, -2.13, -2.80)  1.358
C (4.31, -3.81, -2.96)  -1.117
C (1.74, -2.34, -3.66)  -1.110
As (3.11, -1.24, -0.73)  -0.944
Si (5.04, -1.88, 0.29)  1.359
C (5.28, -3.74, 0.67)  -1.121
C (5.17, -1.02, 1.99)  -1.110
C (6.64, -1.39, -0.63)  -1.121
H (4.59, -1.46, -4.97)  0.211
H (5.38, -0.76, -3.55)  0.225
H (3.88, -0.06, -4.15)  0.219
H (4.41, -4.14, -4.00)  0.219
H (3.77, -4.59, -2.42)  0.224
H (5.31, -3.74, -2.54)  0.222
H (1.83, -2.71, -4.69)  0.218
H (1.21, -1.39, -3.70)  0.220
H (1.10, -3.04, -3.11)  0.231
H (4.47, -4.10, 1.30)  0.225
H (6.23, -3.95, 1.17)  0.214
H (5.25, -4.31, -0.26)  0.227
H (4.19, -1.01, 2.48)  0.225
H (5.50, 0.02, 1.88)  0.218
H (5.87, -1.53, 2.66)  0.219
H (6.72, -1.96, -1.56)  0.221
H (7.56, -1.57, -0.05)  0.214
H (6.61, -0.33, -0.90)  0.225

Record 6
Molecular formula: C12H10ClF5Fe
Method: DFT, ωB97M-V with the def2-TZVPD basis set

Output
2S+1 ... 5
⟨S²⟩ ... 6.021
LUMO level (alpha / beta) ... 5.72 / 5.70 eV
M ... 340.50 g/mol
Orbital gap (alpha / beta) ... 5.24 / 5.22 eV
Net charge ... -2
E ... -73101.24673 eV
E_HOMO (alpha / beta) ... 0.48 / 0.48 eV

Last column: natural (NBO) charge in e.
Cartesian coordinates (Å):
C (-2.46, -0.99, -0.10)  -0.477
C (-1.66, -1.14, -1.30)  -0.321
C (-1.43, 0.13, -1.85)  -0.282
H (-1.31, -2.08, -1.76)  0.214
C (-1.85, 1.11, -0.91)  -0.336
C (-2.62, 0.47, 0.13)  -0.471
H (-3.05, 0.97, 1.02)  0.222
H (-2.81, -1.82, 0.54)  0.216
H (-0.97, 0.34, -2.84)  0.214
H (-1.69, 2.19, -1.06)  0.213
Fe (-0.77, -0.29, 0.97)  1.199
Cl (0.19, -2.17, 1.34)  -0.693
C (2.58, 0.16, 0.09)  -0.378
C (2.23, 1.39, -0.52)  -0.380
C (1.77, 1.10, -1.85)  -0.379
H (2.13, 2.35, -0.01)  0.182
C (1.88, -0.29, -2.06)  -0.382
C (2.37, -0.88, -0.85)  -0.366
H (2.42, -1.94, -0.64)  0.185
H (2.80, 0.01, 1.14)  0.188
H (1.28, 1.81, -2.50)  0.167
H (1.47, -0.85, -2.89)  0.167
F (-0.88, 2.51, 1.75)  -0.374
C (-0.19, 1.35, 2.08)  0.171
F (1.14, 1.66, 2.19)  -0.353
C (-0.67, 0.68, 3.37)  0.874
F (-0.89, 1.62, 4.28)  -0.350
F (-1.87, -0.05, 3.30)  -0.348
F (0.28, -0.18, 3.86)  -0.322